Below is the ion C6H10N3O2 with charge +1 in a non-equilibrium geometry, with properties calculated with the ωB97M-V functional and the def2-TZVPD basis.

Properties
* energy relative to the best compared isomer or geometry (same formula, charge and spin): 452.9 kJ/mol
* charge: +1
* E_LUMO: -4.51 eV

```
21
C6H10N3O2 the ωB97M-V functional and the def2-TZVPD basis
H -0.5753 0.6900 -1.6189
H 3.5780 -0.2790 -1.7558
H -0.6673 -0.3670 1.2713
H -0.2207 2.1705 1.6008
H 1.2142 -1.2316 1.3998
N 0.7638 0.3050 -0.0702
C 2.7434 -1.1243 0.3324
O 3.5093 -1.9653 0.5827
C 3.6653 1.1738 -0.4491
C -1.0371 1.7442 0.9684
C -0.5827 0.3932 0.4920
C -0.3032 -0.1087 -0.9145
H -0.5006 -2.2085 -0.4729
N 1.5241 -0.6991 0.6049
N 3.3073 0.0949 -0.8411
H -1.7233 -1.6864 -1.5445
H -0.0183 -1.7680 -2.1949
H -2.0588 1.7324 1.4331
H -1.2227 2.4316 0.1114
O 3.9155 2.1523 0.0628
C -0.6142 -1.5736 -1.2151
```



Below is a structure of composition C26H45CeCl3O2P2 in a non-equilibrium geometry, with properties calculated with the ωB97M-V functional and the def2-TZVPD basis.

Properties
* energy relative to the best compared isomer or geometry (same formula, charge and spin): 0.0 kJ/mol
* <S²>: 0.75
* charge: +1
* spin multiplicity: 2
* E_LUMO (alpha / beta): -2.65 / -2.56 eV

```
79
C26H45CeCl3O2P2 the ωB97M-V functional and the def2-TZVPD basis
C 1.2215 1.7359 -1.6243
H -1.6225 -4.7619 -0.4245
H 1.0279 3.4569 1.3663
H -1.8105 4.2678 -1.4815
O 0.8330 -1.5623 1.5486
H -2.3514 1.6872 -4.3232
C 1.6563 -1.9704 2.4877
H 3.2957 -1.5195 0.5135
H -5.0455 0.3548 -0.2738
H -1.2104 -3.6960 0.9527
C -1.6169 -3.7244 -0.0644
H -1.3145 -4.2066 -2.9167
H 4.5641 -0.6623 -0.3576
C -3.2453 0.3566 -1.3793
C 1.8352 -0.3346 -3.0690
C 1.0967 3.5062 0.2734
C -4.6034 0.9386 -1.0946
H -2.3581 -2.7311 -2.8231
Ce 0.1632 0.0224 0.0608
H 0.1117 3.8056 -0.1122
H -2.1746 2.6903 3.7112
H -1.5222 3.0394 2.0818
C -4.6907 2.4422 -0.6975
H -0.9112 -1.0815 4.2417
H -3.1654 3.5097 0.4817
Cl 2.0355 -4.6193 2.1383
H -3.2907 -0.6460 2.3322
C -3.0013 1.7527 -3.4369
H -4.0102 1.4737 -3.7825
C -3.0926 0.3402 2.7739
H -3.3806 0.3292 3.8360
H -5.2212 2.4979 0.2694
C -2.5140 0.7314 -2.4465
H -0.7393 -2.6277 -3.5776
C 2.9750 1.3851 1.6741
C 3.5166 -0.9914 -0.4227
H 2.6245 -0.0112 -3.7652
O 2.6921 -1.4193 2.8596
C -3.4031 3.2063 -0.5450
C 0.9021 -3.7394 -1.1989
H 1.9841 -1.4016 -2.8651
C 1.8750 0.4773 -1.8237
Cl 2.0565 -3.4342 4.7914
H 0.4061 0.1112 4.2657
H 0.8702 -0.2277 -3.5857
C -0.6849 -0.0080 4.2089
C -3.0405 3.2539 -3.0094
H 2.2706 1.8815 2.3551
H -5.3394 2.9487 -1.4331
H -2.3553 3.8112 -3.6707
H -0.2298 1.8520 -3.2045
C 2.6164 0.1733 -0.6313
H 1.8159 4.2987 0.0084
C -1.3542 2.4918 3.0145
C 1.3182 -3.3550 3.1941
H 3.4329 -1.7127 -1.2401
H 3.2157 0.4117 2.1225
H 3.8867 2.0014 1.6443
Cl -0.4506 -3.5782 3.3494
H 1.5809 -3.4418 -2.0071
H -2.6441 -3.3395 -0.0437
H 1.1365 2.9628 -3.3945
H -0.3967 2.8187 3.4509
C 2.3950 1.2412 0.3188
C 0.4656 2.4959 -2.6558
H -2.9684 -0.4888 -0.7327
P -1.3030 0.7025 2.6409
H -5.2612 0.7801 -1.9673
H -1.1619 0.5022 5.0584
H 1.4323 -3.6511 -0.2453
C -2.6686 3.5892 -1.5929
C 1.5301 2.2025 -0.3004
P -0.5932 -2.6846 -1.1634
H -4.0495 3.6428 -3.2361
H 0.6086 -4.7872 -1.3348
H -1.5882 0.2169 -2.7430
H -0.1401 3.2883 -2.2058
C -1.3267 -3.1113 -2.7804
H -3.6692 1.0966 2.2255
```



Below is a structure of composition C22H25N5OS in a non-equilibrium geometry, with properties calculated with the ωB97M-V functional and the def2-TZVPD basis.

Properties
* energy relative to the best compared isomer or geometry (same formula, charge and spin): 1623.6 kJ/mol
* charge: 0
* E_LUMO: 0.29 eV

```
54
C22H25N5OS the ωB97M-V functional and the def2-TZVPD basis
C 0.6656 1.6141 -5.2906
C -1.0569 0.5976 -1.0782
H 1.9132 4.1876 -6.9523
C 0.5998 4.3681 -5.2240
C -1.9269 0.8302 -3.4038
C 1.4508 3.6569 -6.2259
C 0.7845 -2.5408 3.7540
N -1.8306 -0.5059 0.7333
H 4.8085 -3.4997 3.0515
H 2.2463 1.3450 3.9868
H -2.6530 2.4032 -4.7480
S -0.5533 -3.4822 3.8984
H 2.1963 0.8982 2.2452
N -1.6674 -1.0486 1.7771
H 0.0908 0.1419 0.7047
H 0.8678 1.2311 3.1898
H 1.8498 1.9751 -2.5070
H 0.7472 5.5428 -4.9401
C 1.8408 0.7402 3.1914
H -3.7151 0.8210 -4.3730
C 0.1815 2.1588 -4.2537
H -2.8218 -0.0154 -1.8358
C -2.0958 -2.0672 3.9936
H -0.5949 5.6360 -3.2811
H 0.0913 4.4111 -2.0202
C -2.3553 -1.6261 2.6017
H -0.6929 -0.9161 2.3074
C 1.4564 1.7107 -1.7167
C 1.9740 -0.5879 3.5528
N -0.5807 1.6564 -3.0429
C -0.5050 4.6339 -2.8838
H 1.5197 2.4835 -0.8565
C -2.7687 1.2288 -4.5533
C 3.0125 -2.6038 3.7155
C 3.1933 -1.1958 3.7801
N 1.7460 -3.2463 3.7965
H -1.4231 3.9419 -2.6923
C 4.2181 -3.4275 4.0001
H 0.6203 0.3831 -5.2331
H 2.0528 0.8528 -1.2809
C 0.1910 3.5417 -4.2808
H -1.5420 -1.1696 4.6340
H 1.9196 1.7576 -7.0587
H 4.0345 -0.9212 3.4884
H -2.1492 0.7989 -5.2266
H 3.8852 -4.5516 3.9560
C -2.1160 0.4709 -2.1754
C -0.1050 1.2706 -1.9365
N 0.9182 -1.3322 3.4791
C 1.4654 2.2674 -6.2858
H -2.7997 -2.6108 4.5091
H 4.8938 -3.0408 4.8354
O -3.5727 -1.9291 2.2906
C -0.7924 -0.0728 0.0603
```



Below is a cluster of 8 separate species, C32H54O16 in total in a non-equilibrium geometry, with properties calculated with the ωB97M-V functional and the def2-TZVPD basis.

Properties
* energy relative to the best compared isomer or geometry (same formula, charge and spin): 0.0 kJ/mol
* charge: 0
* E_LUMO: 0.35 eV

```
102
C32H54O16 the ωB97M-V functional and the def2-TZVPD basis
C 15.8033 -8.9998 20.7885
H 10.4335 -14.3802 24.8912
H 13.9515 -10.1447 22.7384
C 11.9106 -16.3987 19.7148
O 9.6959 -9.9336 15.8756
C 12.0905 -9.9970 25.0079
H 16.4515 -15.9639 20.4727
C 16.4015 -13.9161 20.9939
H 14.4659 -12.1422 24.9917
H 16.0946 -8.6677 21.7856
H 11.5450 -15.5052 15.6865
H 9.5859 -15.5540 22.7265
H 13.6894 -17.1808 24.5163
C 12.7407 -17.2049 20.6688
H 10.5538 -14.3751 21.8577
C 17.4764 -14.6777 19.0119
O 15.5825 -13.6302 21.8234
C 13.4971 -12.0706 19.5714
H 11.3597 -13.3114 23.8026
H 12.6153 -13.7942 20.4713
C 18.4091 -13.8030 19.8696
H 7.8623 -7.0828 20.9462
H 11.6124 -9.5443 16.5080
C 12.7409 -12.7471 20.7195
O 8.6049 -11.1160 19.1756
H 12.4975 -9.9857 21.1323
H 9.1703 -12.5221 17.0413
H 13.7760 -16.8688 20.6796
O 7.7829 -10.3360 21.0869
H 11.4323 -12.1527 17.5379
H 6.4627 -8.8539 21.6586
H 15.3598 -15.0171 19.4603
C 16.3298 -15.0101 19.9524
O 12.6720 -15.7152 18.8479
C 7.5295 -9.0722 21.7066
H 12.9277 -16.4149 16.3087
H 9.3560 -8.4385 19.0006
H 12.3007 -17.1696 21.6607
O 12.9974 -10.8339 19.3340
H 10.5005 -8.9088 25.8987
H 10.6976 -12.2753 20.1148
C 10.7870 -10.2007 16.7726
O 18.4981 -10.2750 18.8002
H 18.0027 -15.5376 18.5981
C 10.9227 -14.3038 23.9208
H 11.0171 -14.7893 18.0397
C 8.3384 -10.1749 19.8639
H 15.4746 -7.5478 19.1261
H 15.2622 -11.3205 22.8193
H 9.1765 -13.7931 22.7775
C 9.0374 -11.0706 15.5570
O 17.3789 -8.3736 19.0921
H 14.7261 -9.1364 20.7861
H 19.2272 -14.3692 20.3115
H 9.8031 -13.0853 15.4562
C 8.3735 -8.0437 20.9363
H 15.2945 -9.9013 23.8437
H 18.7789 -12.9757 19.2693
H 11.0197 -11.8507 21.7507
H 15.8131 -10.8165 19.7575
C 11.4878 -11.8873 20.7617
C 14.0727 -16.1873 24.2823
C 13.8478 -11.4399 24.4432
C 12.0296 -15.0734 17.7427
O 17.5984 -13.3105 20.9464
H 10.4694 -9.9476 17.7842
O 8.0523 -11.0715 14.8843
H 14.9173 -16.0140 24.9446
C 11.5737 -9.0226 26.0182
C 17.6059 -9.6870 19.3355
H 12.0459 -8.0591 25.8136
C 9.7604 -12.2616 16.1585
C 9.9702 -14.5385 22.7677
H 11.9206 -11.8095 15.9081
H 11.8052 -9.3108 27.0401
H 11.2145 -9.8686 19.9634
O 11.9474 -15.3069 23.8153
H 12.7556 -18.2436 20.3272
C 8.4564 -8.6932 19.5541
O 11.5558 -10.2034 23.9412
C 16.2520 -7.8771 19.8161
O 13.2136 -10.5881 25.4096
C 11.9877 -10.5379 20.3359
O 10.7154 -16.2944 19.7948
C 16.5666 -10.2168 20.2810
H 7.6091 -8.4157 18.9218
H 12.6139 -14.1855 17.5153
C 14.6328 -10.6604 23.4185
H 14.3693 -16.1209 23.2381
C 11.0972 -11.6831 16.6133
C 13.0279 -15.1539 24.5900
H 16.5754 -7.0014 20.3796
H 7.8289 -9.1010 22.7531
H 9.3713 -7.9361 21.3581
H 13.3635 -12.6200 21.6084
O 13.1121 -14.3256 25.4603
H 17.1049 -14.1165 18.1546
C 11.9456 -16.0125 16.5651
H 11.2856 -16.8561 16.7754
H 16.9030 -10.9581 21.0040
O 14.3621 -12.5334 18.8833
H 13.0899 -12.0138 23.9118
```



Below is a cluster of 8 separate species, C32H88N8O8 in total in a non-equilibrium geometry, with properties calculated with the ωB97M-V functional and the def2-TZVPD basis.

Properties
* energy relative to the best compared isomer or geometry (same formula, charge and spin): 0.0 kJ/mol
* <S²>: 0.76
* charge: +1
* spin multiplicity: 2
* E_LUMO (alpha / beta): -1.85 / -7.61 eV

```
136
C32H88N8O8 the ωB97M-V functional and the def2-TZVPD basis
H 4.3716 -1.4981 -1.9127
H 1.3737 6.3013 -0.1556
H 6.1404 -1.3813 3.7196
H 0.3349 -1.3751 0.1190
H -1.1256 7.4372 0.9078
C 5.2086 -1.0758 4.1955
H -3.9372 -3.8467 -3.4733
C -2.4061 -1.7859 3.9626
H -1.0130 -3.6260 1.3433
N 4.3717 -2.3766 -4.4028
H -3.7169 7.3316 -1.8059
O 5.4880 1.0862 -3.8942
N -5.3869 -5.5973 -0.4831
H 1.6531 2.5959 -0.9201
C -2.9818 -3.9722 -2.9638
H 3.5785 2.6854 0.2841
H -0.6939 3.2279 -2.7885
C 2.4592 -2.3197 3.3117
H -0.0205 1.5844 1.1279
H -3.7444 -0.6688 5.1747
H 3.3708 1.8857 3.1532
H 3.4844 -1.3315 1.6273
H -2.9503 -1.3517 1.8349
C 1.1560 0.6068 -0.1350
H 0.5811 -0.9395 -1.5941
O -0.3371 2.3498 -0.8549
C -2.9089 6.5909 0.0868
H 1.4660 4.2466 1.1534
H -3.6064 -7.1120 0.9440
H -3.3589 2.2200 1.7722
H -1.8551 -6.6967 -4.8209
N -3.4613 5.2685 0.0780
O -2.7298 0.4778 2.8970
H -3.1556 -6.2651 -1.5545
H 2.0588 -0.4524 3.7230
N 0.7551 0.9468 1.2374
H 7.5336 1.2461 -3.6161
H 2.2833 -4.3699 2.7882
C 1.9946 6.7447 0.6228
H 3.5717 -0.4615 -4.6461
H 1.1388 1.4789 -2.1308
C -0.5547 3.4973 -1.7415
C 2.2908 4.7503 1.6576
H -1.8052 5.8052 -4.1578
C 1.7695 -3.4343 2.5673
H -1.3430 -0.8423 2.2156
C -2.1471 6.6852 -3.6132
H -4.0433 -6.4494 -2.8540
H -0.4903 -1.6719 4.3791
H -3.1488 -3.8412 -1.8947
C -1.6101 6.4647 0.8207
C -2.3511 -5.3934 -3.1894
H 4.0021 -3.0635 -3.7611
C 0.2696 -0.5730 -0.6160
H 5.4931 -0.2401 4.8350
H -5.2544 -7.4254 1.5512
H -2.8979 4.7031 -0.5409
H -1.3521 4.1338 -1.3580
C -2.3424 -0.9387 2.6399
H -3.6594 -2.3796 5.5563
H 1.4915 1.4625 1.6977
C -2.1873 -5.6674 -4.6856
C 5.5545 -0.3070 -4.0580
H -4.5644 -1.8908 4.1280
N -3.0891 -6.5176 -2.5302
H 1.3695 7.3246 1.3018
N 2.6488 2.4856 2.7803
N -1.3332 -1.5397 4.9197
C -4.8510 -5.3813 0.9206
O -2.4213 -4.8531 0.4531
H 3.4828 -0.0105 -2.1714
H -4.0439 -3.5026 0.2897
H 4.9109 -1.8715 4.8784
O -2.1382 6.2216 -2.2532
H 4.7292 4.0089 0.5681
H -0.6174 -4.1384 -0.3311
C -3.7321 -4.3808 0.8552
H -4.3407 5.3678 -0.4088
H 2.5907 7.5036 0.1159
C 4.2293 -0.9917 -3.9573
H -3.1402 -5.5977 -5.2101
H -3.3038 -1.3722 -3.7182
C -3.0991 1.1696 1.6405
H -3.1573 6.8321 -3.9956
H 5.9098 -0.5995 -5.0460
C -1.4183 -3.9122 0.3728
C 3.7203 -1.7765 2.5939
C 6.6936 1.8105 -4.0210
H -6.1903 -6.1905 -0.3321
C -4.4357 -6.7063 1.5234
H -2.7911 -1.5331 -1.9973
C -2.7325 7.1606 -1.3704
H -1.7875 6.1050 1.8342
H 1.9968 2.8162 3.4772
H 6.2380 -0.7256 -3.3193
H -1.4505 -5.0317 -5.1767
H -1.2558 -0.5436 5.0677
H 1.6971 5.1562 2.4768
C -2.4891 -1.6268 -3.0404
O -2.0609 -2.9482 -3.3763
H -2.2886 1.0350 0.9242
H 1.3509 -0.9662 2.4823
H 5.0321 2.5294 1.3540
H 2.1835 0.2479 -0.0757
H 0.7545 -3.6217 2.9176
H -5.6181 -4.9317 1.5511
H -1.6194 7.6134 -3.8323
H -0.7941 -0.3972 -0.7765
N 1.5141 -1.2533 3.4367
H -1.4767 -5.4329 -2.5399
H -2.2443 -2.8131 3.6359
H 1.7559 -3.2264 1.4974
H 6.9384 1.9811 -5.0694
H -2.2492 8.1350 -1.4417
H 6.7367 2.8148 -3.5995
C 0.9710 1.7633 -1.0920
H 3.9087 4.2592 2.8764
H 2.7268 -2.6442 4.3172
H 0.2960 4.1784 -1.7168
H -0.9619 5.7744 0.2808
H -3.4932 7.3354 0.6275
H -4.0127 -6.4838 2.5030
H 4.3949 -2.6093 2.3954
H -5.7798 -4.6993 -0.7266
O 4.2219 -0.6777 3.2713
C 3.3201 3.6801 2.1649
H -1.6767 -0.9019 -2.9888
H 5.3536 -2.5383 -4.5752
C -3.6874 -1.6643 4.7343
H 2.6593 -1.4934 -2.5256
H -4.0042 0.6651 1.3026
C 4.2108 3.1682 1.0293
H -1.8747 -2.9970 -0.0045
C 3.6389 -1.0166 -2.5603
O 2.9411 5.8106 1.0457
H -3.5694 -4.0268 1.8732
```



Below is an isolated molecule of C18H31N5O2, with properties calculated with the ωB97M-V functional and the def2-TZVPD basis.

Properties
* energy relative to the best compared isomer or geometry (same formula, charge and spin): 0.0 kJ/mol
* charge: 0
* E_LUMO: 0.79 eV

```
56
C18H31N5O2 the ωB97M-V functional and the def2-TZVPD basis
H -2.2934 -0.6320 1.8249
H -3.6044 0.0880 -2.5129
H 0.6275 -2.4719 1.1277
H -5.2193 -1.0668 -0.1802
H 3.5048 0.8689 -2.0852
H 1.9681 1.7180 -1.8956
C 0.2487 -2.2041 -0.8630
C 2.4308 -1.8516 0.2132
H -0.9324 2.9715 -0.0640
H 3.4645 -1.5283 3.1943
N -4.5998 -2.3045 -1.7511
H 5.0616 3.1847 0.7160
H 4.6222 2.9164 -0.9737
C -1.5836 0.3560 -0.5813
C -3.3464 -2.7926 -1.8051
C 2.5188 0.8199 -1.6218
H -1.7042 -1.6104 -2.4277
H -1.8757 0.7532 2.8415
C 2.6316 0.6971 -0.1472
H 1.7489 -1.1783 3.4249
N 2.8346 1.3658 1.9684
C -1.8021 1.1463 0.7153
C 4.3641 3.4625 -0.0700
H 2.6884 3.6982 1.2718
H -0.9948 2.8930 1.6980
C -4.9673 -1.0063 -1.2472
N 2.7801 1.7498 0.6898
C -3.7864 -0.0668 -1.4337
C -2.1940 -1.8450 -1.4610
O 0.6659 -1.8677 -1.9549
H 2.9651 -0.0670 4.0675
H -0.6042 -0.1176 1.9842
H 2.7791 -1.9665 -0.8155
N 1.0370 -2.2668 0.2311
O -3.1387 -3.9403 -2.1482
H -5.3342 -2.9692 -1.9506
H 2.9978 -2.5209 0.8658
N -2.6319 -0.6387 -0.7718
H -1.2574 -3.6834 -0.9352
H -1.5384 1.0460 -1.4393
H 0.1979 1.9405 0.8202
H -1.4515 -2.5636 0.4341
C -1.6346 0.2270 1.9208
H -4.0162 0.8988 -0.9822
C 2.7253 -0.7296 3.2412
H -0.6171 -0.1402 -0.5167
C 2.7187 0.0499 1.9739
C -1.1848 -2.6377 -0.6199
H -5.8411 -0.6410 -1.7941
H -2.8226 1.5433 0.7207
C -0.8224 2.3126 0.7949
H 1.9942 -0.0456 -2.0213
H 4.4615 4.5268 -0.2659
C 2.5960 -0.4336 0.6541
C 2.9366 3.1417 0.3656
H 2.2289 3.4120 -0.4236
```



Below is an isolated molecule of C4H7N in a non-equilibrium geometry, with properties calculated with the ωB97M-V functional and the def2-TZVPD basis.

Properties
* energy relative to the best compared isomer or geometry (same formula, charge and spin): 121.9 kJ/mol
* charge: 0
* E_LUMO: 0.33 eV

```
12
C4H7N the ωB97M-V functional and the def2-TZVPD basis
H -0.5166 0.2360 2.3963
C 0.0792 0.4566 1.5087
C 0.4528 -0.0789 -0.8972
H -0.4308 -1.4068 0.5086
H 0.0310 1.5362 1.3218
C -0.4259 -0.3312 0.3125
H 0.3856 0.9830 -1.1856
H 1.4998 -0.3255 -0.7718
H 1.1221 0.1985 1.7208
H -1.4619 -0.0508 0.0729
C -0.0644 -0.8590 -2.0678
N -0.6709 -0.3580 -2.9193
```



Below is a cluster of 2 separate species, C4H9N3O in total in a non-equilibrium geometry, with properties calculated with the ωB97M-V functional and the def2-TZVPD basis.

Properties
* energy relative to the best compared isomer or geometry (same formula, charge and spin): 450.0 kJ/mol
* charge: 0
* E_LUMO: 1.07 eV

```
17
C4H9N3O the ωB97M-V functional and the def2-TZVPD basis
H 0.8944 -0.6374 -2.1655
H 2.6085 0.8621 1.0938
C 1.5963 0.3925 0.9013
H -0.2282 -1.1805 -0.9895
C 0.6097 -0.5292 -1.1412
N 0.1492 0.8578 -0.8577
N -2.0531 -0.0008 0.3827
H -1.5063 0.7938 -1.2182
C 1.6712 -0.8891 -0.1064
H 0.2602 2.1833 0.8302
N -2.9470 -0.4083 1.0658
H 0.9376 0.0332 1.8323
C 0.6159 1.2791 0.2274
H -3.9597 -0.3914 1.0187
H 2.6680 -1.1651 -0.3988
H 1.1400 -1.6801 0.3875
O -2.4567 0.4800 -0.8623
```